A molecular structure, C47H57GeNO9Ti. Source: OMol25; level of theory: ωB97M-V/def2-TZVPD.

Properties
Strongest force on any atom: 4.2 eV/A
Relative energy (zero: lowest compared OMol25 entry of this formula, charge and spin): 222.8 kJ/mol
Highest occupied orbital energy (spin up / spin down): 1.37 / -0.82 eV
DFT total energy: -149213.0598 eV

```
! wB97M-V def2-TZVPD RIJCOSX def2/J DEFGRID3
* xyz -2 3
Ti -0.576 0.828 -0.146
O 0.407 -3.230 -0.495
C -0.395 -2.150 -0.194
O 0.081 -0.957 -0.171
C -1.848 -2.525 -0.177
O -2.706 -1.475 0.181
C -2.778 -1.239 1.583
C -1.387 -0.911 2.191
O -0.901 -1.720 2.990
O -0.871 0.186 1.796
H 1.273 -2.885 -0.726
H -1.981 -3.397 0.487
H -2.162 -2.822 -1.198
H -3.211 -2.112 2.089
H -3.436 -0.376 1.704
O 0.300 2.225 -0.772
O -0.124 2.424 0.568
O -2.928 2.846 -1.817
C -3.014 2.221 -0.773
O -2.362 1.141 -0.487
C -3.995 2.704 0.304
C -3.318 3.830 1.120
Ge -3.861 3.865 3.025
C -2.683 2.610 3.978
C -3.107 1.565 4.795
C -2.186 0.746 5.431
C -0.829 0.949 5.242
C -0.396 1.966 4.407
C -1.316 2.795 3.788
C -5.764 3.411 3.295
C -6.242 3.067 4.564
C -7.572 2.744 4.773
C -8.475 2.773 3.719
C -8.029 3.156 2.459
C -6.697 3.475 2.258
C -3.485 5.619 3.866
C -3.170 6.766 3.139
C -2.936 7.977 3.771
C -3.028 8.076 5.154
C -3.355 6.946 5.894
C -3.578 5.739 5.256
H -4.271 1.860 0.943
H -4.887 3.089 -0.192
H -3.485 4.783 0.617
H -2.239 3.644 1.124
H -4.167 1.376 4.923
H -2.528 -0.069 6.057
H -0.115 0.283 5.707
H 0.659 2.104 4.216
H -0.963 3.583 3.131
H -5.551 3.046 5.399
H -7.910 2.456 5.762
H -9.512 2.505 3.877
H -8.727 3.192 1.631
H -6.366 3.773 1.271
H -3.085 6.701 2.060
H -2.670 8.853 3.190
H -2.841 9.020 5.649
H -3.423 7.011 6.974
H -3.813 4.855 5.840
C 6.690 -3.821 0.135
C 5.636 -3.089 -0.662
C 5.240 -3.572 -1.911
C 4.225 -2.923 -2.618
C 3.749 -3.441 -3.950
C 3.635 -1.802 -2.078
C 4.052 -1.224 -0.836
C 5.075 -1.940 -0.142
N 3.391 -0.131 -0.489
C 3.782 0.919 0.392
C 5.208 0.881 0.984
C 5.508 2.171 1.752
C 5.375 3.389 0.838
C 3.948 3.452 0.289
C 2.942 3.559 1.437
C 3.092 2.342 2.353
C 4.519 2.296 2.907
C 2.772 1.063 1.571
C 3.655 2.182 -0.498
H 7.143 -4.615 -0.459
H 6.250 -4.268 1.028
H 7.477 -3.137 0.460
H 5.707 -4.460 -2.323
H 4.475 -4.129 -4.386
H 3.581 -2.616 -4.642
H 2.801 -3.971 -3.829
H 2.862 -1.274 -2.625
H 5.393 -1.619 0.838
H 5.941 0.732 0.183
H 5.295 0.050 1.688
H 6.530 2.125 2.152
H 6.086 3.306 0.007
H 5.616 4.304 1.393
H 3.850 4.324 -0.368
H 1.925 3.574 1.035
H 3.111 4.485 2.001
H 2.395 2.437 3.190
H 4.629 1.444 3.586
H 4.726 3.207 3.481
H 1.733 1.125 1.201
H 2.830 0.189 2.227
H 4.344 2.082 -1.344
H 2.633 2.201 -0.879
C -0.967 0.159 -4.837
C -0.899 1.035 -3.569
C -0.111 2.305 -3.874
C -0.293 0.251 -2.418
H -1.381 0.731 -5.680
H -1.600 -0.715 -4.672
H 0.032 -0.189 -5.119
H -1.923 1.317 -3.311
H 0.914 2.053 -4.167
H -0.078 2.928 -2.982
H -0.577 2.867 -4.690
H 0.802 0.264 -2.426
H -0.695 -0.768 -2.408
*
```